1.
The following is a DFT calculation (ωB97M-V with the def2-TZVPD basis set) of a molecular structure, C21H26GaN6O4S.

For the HOMO-LUMO gap, the calculation gives 8.68 eV. The charge is +1. The value obtained for the largest force on an atom is 0.01114 hartree/bohr.

Cartesian coordinates (Å):
Ga1 -0.307 0.354 0.588
O1 1.501 0.394 0.217
C1 2.414 1.345 0.102
C2 3.719 0.970 -0.253
C3 4.712 1.913 -0.370
C4 4.448 3.266 -0.134
C5 3.177 3.647 0.219
C6 2.142 2.703 0.339
C7 0.808 3.111 0.738
N1 -0.250 2.327 0.987
C8 -1.295 3.157 1.370
C9 -0.867 4.435 1.360
N2 0.447 4.391 0.946
H1 3.912 -0.080 -0.427
H2 5.711 1.601 -0.642
H3 5.234 4.002 -0.219
H4 2.992 4.695 0.418
H5 -2.246 2.759 1.670
H6 -1.362 5.355 1.608
H7 1.056 5.183 0.840
S1 -2.642 0.437 0.158
C10 -2.453 1.022 -1.485
N3 -2.805 2.272 -1.755
C11 -2.697 2.872 -3.085
C12 -1.550 2.205 -3.825
C13 -1.766 0.702 -3.818
N4 -1.992 0.242 -2.446
H8 -3.192 2.802 -0.991
H9 -2.527 3.939 -2.955
H10 -3.639 2.741 -3.622
H11 -0.606 2.445 -3.331
H12 -1.498 2.576 -4.847
H13 -0.899 0.160 -4.191
H14 -2.627 0.427 -4.430
H15 -1.556 -0.655 -2.186
C14 -2.658 -3.557 1.956
C15 -1.325 -3.687 2.679
C16 -0.106 -3.370 1.785
C17 1.206 -3.458 2.596
C18 2.442 -3.089 1.788
C19 -0.056 -4.390 0.655
O2 0.072 -5.567 0.861
N5 -0.189 -3.909 -0.641
C20 -0.392 -2.602 -1.015
O3 -0.644 -2.307 -2.171
N6 -0.306 -1.653 -0.025
C21 -0.233 -1.982 1.249
O4 -0.269 -0.977 2.038
H16 -3.479 -3.839 2.612
H17 -2.707 -4.209 1.082
H18 -2.843 -2.531 1.624
H19 -1.185 -4.704 3.046
H20 -1.281 -3.014 3.536
H21 1.275 -4.482 2.965
H22 1.098 -2.798 3.457
H23 2.556 -3.732 0.913
H24 3.341 -3.206 2.392
H25 2.407 -2.051 1.449
H26 -0.220 -4.602 -1.378

Calculated atomic charges, method Löwdin, unit e: number 1, Ga, carries 0.338; number 2, O, carries -0.049; number 3, C, carries -0.293; number 4, C, carries 0.008; number 5, C, carries -0.056; number 6, C, carries -0.076; number 7, C, carries -0.032; number 8, C, carries -0.083; number 9, C, carries -0.214; number 10, N, carries 0.047; number 11, C, carries -0.129; number 12, C, carries -0.045; number 13, N, carries 0.136; number 14, H, carries 0.123; number 15, H, carries 0.114; number 16, H, carries 0.109; number 17, H, carries 0.105; number 18, H, carries 0.088; number 19, H, carries 0.125; number 20, H, carries 0.156; number 21, S, carries 0.823; number 22, C, carries -0.704; number 23, N, carries 0.042; number 24, C, carries -0.142; number 25, C, carries -0.149; number 26, C, carries -0.132; number 27, N, carries 0.059; number 28, H, carries 0.131; number 29, H, carries 0.129; number 30, H, carries 0.132; number 31, H, carries 0.125; number 32, H, carries 0.127; number 33, H, carries 0.135; number 34, H, carries 0.134; number 35, H, carries 0.092; number 36, C, carries -0.057; number 37, C, carries -0.150; number 38, C, carries -0.301; number 39, C, carries -0.150; number 40, C, carries -0.055; number 41, C, carries -0.401; number 42, O, carries 0.144; number 43, N, carries 0.234; number 44, C, carries -0.467; number 45, O, carries 0.076; number 46, N, carries 0.149; number 47, C, carries -0.412; number 48, O, carries 0.044; number 49, H, carries 0.085; number 50, H, carries 0.086; number 51, H, carries 0.065; number 52, H, carries 0.131; number 53, H, carries 0.128; number 54, H, carries 0.131; number 55, H, carries 0.127; number 56, H, carries 0.087; number 57, H, carries 0.085; number 58, H, carries 0.070; number 59, H, carries 0.177


2.
The following is a DFT calculation (ωB97M-V with the def2-TZVPD basis set) of a molecular structure, C18H35BBrLiN4Si.

For the HOMO-LUMO gap, the calculation gives 8.43 eV. The value obtained for the largest force on an atom is 0.00520 hartree/bohr.

Cartesian coordinates (Å):
Li1 1.498 -2.067 -1.292
B1 3.189 -4.440 -2.818
N1 3.770 -3.661 -1.593
C1 4.989 -3.922 -1.107
C2 5.233 -3.084 -0.032
C3 4.073 -2.321 0.068
N2 3.198 -2.678 -0.878
N3 1.752 -4.021 -3.270
C4 1.140 -4.609 -4.304
C5 -0.110 -4.037 -4.470
C6 -0.178 -3.080 -3.462
N4 0.951 -3.080 -2.745
H1 3.145 -5.609 -2.514
H2 3.931 -4.249 -3.752
H3 5.616 -4.682 -1.544
H4 6.116 -3.036 0.580
H5 3.826 -1.539 0.770
H6 1.617 -5.395 -4.865
H7 -0.854 -4.280 -5.209
H8 -0.977 -2.397 -3.220
C7 -0.580 4.168 1.236
C8 -0.130 3.017 0.321
C9 -0.497 3.371 -1.128
C10 1.403 2.914 0.379
Si1 -0.990 1.386 0.873
Br1 0.232 -0.264 -0.188
C11 -0.793 0.972 2.743
C12 0.599 1.372 3.254
C13 -0.957 -0.530 3.025
C14 -1.852 1.743 3.550
C15 -2.772 1.152 0.187
C16 -3.609 2.403 0.501
C17 -3.455 -0.067 0.826
C18 -2.782 0.921 -1.333
H9 -0.162 5.109 0.869
H10 -0.227 4.033 2.260
H11 -1.667 4.277 1.258
H12 0.059 4.266 -1.422
H13 -1.558 3.596 -1.244
H14 -0.227 2.571 -1.820
H15 1.825 3.884 0.100
H16 1.782 2.173 -0.325
H17 1.776 2.665 1.371
H18 1.393 0.877 2.691
H19 0.691 1.064 4.300
H20 0.761 2.450 3.219
H21 -0.169 -1.115 2.551
H22 -1.918 -0.923 2.699
H23 -0.884 -0.687 4.106
H24 -1.805 2.819 3.372
H25 -1.686 1.577 4.618
H26 -2.863 1.400 3.322
H27 -3.620 2.636 1.568
H28 -4.644 2.236 0.189
H29 -3.245 3.279 -0.039
H30 -3.615 0.060 1.897
H31 -2.883 -0.983 0.660
H32 -4.437 -0.202 0.364
H33 -2.318 1.733 -1.891
H34 -3.822 0.844 -1.663
H35 -2.279 -0.009 -1.600

Calculated atomic charges, method Löwdin, unit e: number 1, Li, carries 0.471; number 2, B, carries -0.400; number 3, N, carries -0.097; number 4, C, carries -0.102; number 5, C, carries -0.073; number 6, C, carries -0.175; number 7, N, carries -0.062; number 8, N, carries -0.097; number 9, C, carries -0.102; number 10, C, carries -0.073; number 11, C, carries -0.174; number 12, N, carries -0.062; number 13, H, carries 0.066; number 14, H, carries 0.066; number 15, H, carries 0.123; number 16, H, carries 0.087; number 17, H, carries 0.094; number 18, H, carries 0.123; number 19, H, carries 0.087; number 20, H, carries 0.092; number 21, C, carries -0.087; number 22, C, carries -0.630; number 23, C, carries -0.101; number 24, C, carries -0.113; number 25, Si, carries 0.526; number 26, Br, carries 0.501; number 27, C, carries -0.630; number 28, C, carries -0.101; number 29, C, carries -0.113; number 30, C, carries -0.087; number 31, C, carries -0.629; number 32, C, carries -0.086; number 33, C, carries -0.101; number 34, C, carries -0.113; number 35, H, carries 0.091; number 36, H, carries 0.065; number 37, H, carries 0.069; number 38, H, carries 0.090; number 39, H, carries 0.064; number 40, H, carries 0.078; number 41, H, carries 0.090; number 42, H, carries 0.053; number 43, H, carries 0.058; number 44, H, carries 0.076; number 45, H, carries 0.090; number 46, H, carries 0.064; number 47, H, carries 0.054; number 48, H, carries 0.058; number 49, H, carries 0.090; number 50, H, carries 0.070; number 51, H, carries 0.091; number 52, H, carries 0.065; number 53, H, carries 0.070; number 54, H, carries 0.091; number 55, H, carries 0.065; number 56, H, carries 0.064; number 57, H, carries 0.079; number 58, H, carries 0.090; number 59, H, carries 0.058; number 60, H, carries 0.090; number 61, H, carries 0.047


3.
The following is a DFT calculation (ωB97M-V with the def2-TZVPD basis set) of 2 unconnected molecules or ions with the total composition C8H9N3O.

As for the energy above the lowest of the compared OMol25 structures with the same formula, charge and spin: 124.6 kcal per mole. For the HOMO-LUMO gap (alpha / beta), the calculation gives 8.46 / 7.27 eV. The value obtained for the largest force on an atom is 0.11168 hartree/bohr.

Cartesian coordinates (Å):
C1 -3.548 0.914 0.417
C2 -2.556 1.636 -0.312
C3 -3.039 -0.320 0.985
C4 -1.036 0.120 0.241
C5 1.843 1.948 0.033
C6 2.089 -1.085 0.921
C7 2.029 -1.728 -0.406
C8 1.538 -0.381 -0.262
N1 -1.298 1.291 -0.320
N2 -1.871 -0.754 0.749
N3 1.619 0.843 -0.787
O1 2.256 1.865 1.153
H1 -4.591 1.282 0.545
H2 -2.861 2.439 -0.997
H3 -3.764 -0.932 1.524
H4 1.717 2.921 -0.364
H5 1.488 -1.291 1.788
H6 3.083 -0.645 1.271
H7 2.956 -2.040 -1.065
H8 1.396 -2.537 -0.483
H9 1.698 1.128 -1.741

Calculated atomic charges, method Löwdin, unit e: number 1, C, carries -0.023; number 2, C, carries -0.175; number 3, C, carries -0.184; number 4, C, carries -0.119; number 5, C, carries -0.321; number 6, C, carries -0.101; number 7, C, carries -0.113; number 8, C, carries -0.239; number 9, N, carries 0.063; number 10, N, carries 0.060; number 11, N, carries 0.072; number 12, O, carries 0.056; number 13, H, carries 0.102; number 14, H, carries 0.105; number 15, H, carries 0.104; number 16, H, carries 0.115; number 17, H, carries 0.103; number 18, H, carries 0.130; number 19, H, carries 0.152; number 20, H, carries 0.070; number 21, H, carries 0.143


Please write out number 3 again, unchanged.
The following is a DFT calculation (ωB97M-V with the def2-TZVPD basis set) of 2 unconnected molecules or ions with the total composition C8H9N3O.

As for the energy above the lowest of the compared OMol25 structures with the same formula, charge and spin: 124.6 kcal per mole. For the HOMO-LUMO gap (alpha / beta), the calculation gives 8.46 / 7.27 eV. The value obtained for the largest force on an atom is 0.11168 hartree/bohr.

Cartesian coordinates (Å):
C1 -3.548 0.914 0.417
C2 -2.556 1.636 -0.312
C3 -3.039 -0.320 0.985
C4 -1.036 0.120 0.241
C5 1.843 1.948 0.033
C6 2.089 -1.085 0.921
C7 2.029 -1.728 -0.406
C8 1.538 -0.381 -0.262
N1 -1.298 1.291 -0.320
N2 -1.871 -0.754 0.749
N3 1.619 0.843 -0.787
O1 2.256 1.865 1.153
H1 -4.591 1.282 0.545
H2 -2.861 2.439 -0.997
H3 -3.764 -0.932 1.524
H4 1.717 2.921 -0.364
H5 1.488 -1.291 1.788
H6 3.083 -0.645 1.271
H7 2.956 -2.040 -1.065
H8 1.396 -2.537 -0.483
H9 1.698 1.128 -1.741

Calculated atomic charges, method Löwdin, unit e: number 1, C, carries -0.023; number 2, C, carries -0.175; number 3, C, carries -0.184; number 4, C, carries -0.119; number 5, C, carries -0.321; number 6, C, carries -0.101; number 7, C, carries -0.113; number 8, C, carries -0.239; number 9, N, carries 0.063; number 10, N, carries 0.060; number 11, N, carries 0.072; number 12, O, carries 0.056; number 13, H, carries 0.102; number 14, H, carries 0.105; number 15, H, carries 0.104; number 16, H, carries 0.115; number 17, H, carries 0.103; number 18, H, carries 0.130; number 19, H, carries 0.152; number 20, H, carries 0.070; number 21, H, carries 0.143